DFT (ωB97M-V with the def2-TZVPD basis set) results for a structure of composition C2H3O2Zn in a non-equilibrium geometry.

Structure (XYZ):
```
8
Properties=species:S:1:pos:R:3:forces:R:3:mulliken_charge:R:1
C 0.792988 -0.556115 -0.910852 1.795 0.609 -1.513 -0.676
C 0.862843 0.808267 -0.562633 -0.269 -1.220 2.305 0.388
O 0.018432 1.316592 0.348493 1.212 0.878 -1.137 -0.603
O -0.191096 -1.193095 -0.212634 -1.315 -0.162 -0.289 -0.260
H 0.586436 0.362393 -1.927774 -0.146 -0.562 0.964 0.187
H -0.348032 -2.090825 -0.523385 0.229 0.095 -0.035 0.357
Zn -0.960173 0.046554 1.278790 -0.756 -0.245 0.697 0.189
H 1.908119 1.168659 -0.569516 -0.749 0.607 -0.992 0.419
```
Forces are in eV/Å.

expectation value of S²: 0.752
orbital gap (spin up / spin down): 8.134 / 7.708 eV
spin multiplicity: 2
relative energy (zero: lowest compared OMol25 entry of this formula, charge and spin): 13.4 kcal/mol
total charge: 0